{
  "formula": "C9H22LaN2O2S4",
  "method": "ωB97M-V/def2-TZVPD",
  "species": ["La", "S", "S", "S", "S", "C", "N", "C", "C", "O", "N", "C", "C", "H", "H", "H", "H", "H", "H", "H", "H", "H", "H", "H", "H", "C", "C", "O", "C", "C", "H", "H", "H", "H", "H", "H", "H", "H", "H", "H"],
  "coordinates": [[1.5564, 1.4869, 0.0558], [4.1247, 2.4195, 0.8298], [4.7456, 2.6931, -1.1283], [4.3833, 0.9195, -2.0989], [2.3583, 0.9429, -2.5291], [-1.1259, -3.4830, 2.0411], [-0.2511, -2.3288, 1.8766], [-0.0738, -1.5337, 3.0867], [0.1325, -1.8245, 0.6883], [0.4237, -0.5837, 0.6022], [0.1916, -2.6210, -0.3897], [0.3383, -2.0380, -1.7193], [0.4696, -4.0535, -0.3270], [-1.9378, -3.2085, 2.7149], [-0.5926, -4.3282, 2.4777], [-1.5660, -3.7796, 1.0947], [0.1286, -2.2048, 3.9198], [-0.9709, -0.9521, 3.3135], [0.7685, -0.8609, 2.9742], [-0.1862, -1.0898, -1.7833], [-0.1040, -2.7269, -2.4371], [1.3852, -1.8805, -1.9782], [0.8362, -4.3394, 0.6547], [1.2481, -4.2816, -1.0541], [-0.4105, -4.6468, -0.5778], [-1.6204, 2.1378, 1.5246], [-1.8982, 2.3058, 0.0440], [-0.6903, 2.7361, -0.6038], [-0.8793, 3.1481, -1.9807], [0.1857, 4.1555, -2.3613], [-2.5475, 1.9130, 2.0482], [-1.2130, 3.0610, 1.9384], [-0.9275, 1.3077, 1.7035], [-2.6643, 3.0659, -0.1147], [-2.2356, 1.3658, -0.4021], [-1.8641, 3.6096, -2.0627], [-0.8477, 2.2652, -2.6261], [0.1339, 5.0287, -1.7109], [0.0090, 4.4770, -3.3867], [1.1875, 3.7261, -2.3171]],
  "mol_weight_da": 457.5,
  "total_charge": 1,
  "e_homo_ev": -10.3,
  "relative_energy_kj_mol": 40.79,
  "energy_ev": -60963.1730,
  "lumo_ha": -0.11920,
  "homo_lumo_gap_ev": 7.106
}